No. 1
A cluster of 7 separate species, C10H26N6O14S in total. Source: the Open Molecules 2025 dataset; level of theory: wB97M-V/def2-TZVPD.

The geometry in XYZ format:
```
57
Properties=species:S:1:pos:R:3:forces:R:3
C -11.43133 -3.95553 -20.25299 0.17 0.26 0.56
N -11.42682 -4.07273 -18.75492 -0.83 -0.19 0.16
O -11.00129 -3.15035 -18.08693 0.09 -0.33 -0.28
O -11.92625 -5.09358 -18.30340 0.45 0.38 -0.06
H -11.01792 -2.97882 -20.48227 0.14 -0.18 -0.18
H -12.46112 -4.03399 -20.58328 -0.06 -0.07 0.08
H -10.85621 -4.80286 -20.60993 0.08 0.12 -0.19
C -14.00640 -0.62052 -12.53233 0.50 0.21 0.19
N -14.36304 -0.70913 -11.07841 0.34 -0.80 0.03
O -14.20879 0.28247 -10.39653 -0.23 0.06 -0.18
O -14.70603 -1.80074 -10.65672 -0.12 0.44 -0.18
H -13.16785 0.06831 -12.57215 -0.15 0.16 -0.17
H -14.85884 -0.26889 -13.10322 -0.10 0.03 0.13
H -13.68071 -1.59105 -12.88608 -0.25 -0.14 0.16
C -10.09345 -6.58479 -15.65421 0.66 -0.37 -0.53
N -10.10016 -7.51726 -14.49218 -0.73 0.36 -0.85
O -9.88617 -8.67534 -14.73858 0.30 -0.79 0.00
O -10.39364 -7.06396 -13.42098 -0.08 0.39 0.97
H -9.71356 -5.62358 -15.33006 -0.11 0.05 0.01
H -11.07696 -6.52047 -16.11184 -0.17 -0.01 0.39
H -9.45292 -7.07820 -16.38092 0.14 0.30 -0.05
C -9.31946 -0.96039 -15.82778 -0.30 0.80 -0.14
N -10.37346 -0.57141 -14.84249 0.04 0.37 -0.43
O -11.46740 -1.07026 -15.01620 -0.15 -0.22 0.20
O -10.10954 0.26134 -14.01084 0.08 0.00 0.28
H -9.17433 -2.02779 -15.72662 0.17 -0.02 -0.21
H -8.45221 -0.32676 -15.67938 0.17 -0.36 0.42
H -9.74336 -0.65868 -16.78396 -0.06 -0.54 -0.11
C -12.65044 -4.04217 -14.76497 1.10 1.04 0.37
N -13.03495 -4.70445 -13.49565 -0.81 0.42 0.01
O -14.11606 -5.25619 -13.47362 0.07 -0.21 -0.01
O -12.26585 -4.64390 -12.56265 0.19 0.08 -0.03
H -13.35682 -3.28497 -15.10110 -0.83 -0.88 -0.12
H -12.37691 -4.84510 -15.43949 -0.30 0.30 -0.37
H -11.81133 -3.38745 -14.53370 0.41 -0.61 0.02
C -12.19345 -6.77543 -10.26721 0.76 -0.48 0.08
N -11.46214 -6.83118 -8.96506 -0.46 0.48 -0.19
O -11.47772 -5.82826 -8.28922 0.05 0.33 0.29
O -10.92448 -7.86494 -8.65569 0.28 -0.60 0.11
H -13.21462 -7.07902 -10.06202 -0.09 0.17 -0.06
H -11.68596 -7.51241 -10.88468 -0.24 0.07 -0.20
H -12.09096 -5.77446 -10.66510 -0.28 -0.06 0.08
C -18.86836 -2.50629 -16.96775 -0.12 -0.60 -0.70
C -19.41129 -3.16478 -15.72029 -1.64 0.15 0.91
C -18.23493 -3.55061 -14.84819 0.79 1.05 -1.21
S -17.26790 -1.97444 -14.85787 -0.30 -1.25 -0.07
O -15.85292 -2.29911 -14.92088 -0.45 0.50 0.06
O -17.78212 -1.09839 -13.82351 0.36 -0.17 -0.69
C -17.87147 -1.46387 -16.52559 0.95 1.03 0.22
H -19.66917 -2.19069 -17.63864 0.00 0.62 0.34
H -18.35216 -3.23787 -17.60189 0.16 -0.13 0.36
H -20.13717 -3.95413 -15.93137 0.53 -0.38 -0.12
H -20.04921 -2.45353 -15.17577 0.26 0.18 -0.04
H -17.61720 -4.19637 -15.47731 0.20 -0.38 0.63
H -18.37501 -3.87557 -13.82618 -0.13 -0.09 0.01
H -17.00999 -1.38552 -17.18960 0.13 -0.28 0.19
H -18.19209 -0.42697 -16.40694 -0.58 -0.22 0.11
```
Forces are in eV/Å.

Calculated total energy: -2176.09719 Ha
HOMO energy: -10.23 eV
Orbital gap: 9.45 eV
LUMO: -0.8 eV

***

No. 2
The molecule C6H9NOS. Source: the Open Molecules 2025 dataset; level of theory: wB97M-V/def2-TZVPD.

The geometry in XYZ format:
```
18
Properties=species:S:1:pos:R:3:forces:R:3
C -1.71801 -1.52669 -0.19135 -0.68 -0.84 0.50
C -2.96137 -0.92711 0.02965 0.00 1.02 -0.03
C 0.43998 -0.52734 -0.84006 -0.66 -0.08 -0.32
C 1.67597 1.55018 -0.80970 0.09 -0.07 -0.10
C 1.85910 -0.05513 1.14160 0.05 -0.07 -0.18
C 1.68783 0.07930 -0.37568 0.49 0.30 0.55
N -0.58534 -0.92649 -0.37603 0.91 0.40 -0.59
O -4.82021 0.78163 0.34911 -0.74 0.40 0.10
S -3.37112 0.70389 0.09140 0.78 -1.25 -0.11
H -1.66195 -2.60767 -0.14254 0.02 0.02 0.00
H -3.79275 -1.59738 0.19773 -0.14 0.02 0.00
H 2.58884 2.04121 -0.47753 0.03 0.00 0.02
H 0.82627 2.06814 -0.36883 -0.05 0.04 0.03
H 1.60841 1.63107 -1.89208 -0.02 0.06 -0.04
H 1.86280 -1.10265 1.43420 0.01 -0.06 0.08
H 1.04475 0.44515 1.66128 -0.07 0.05 0.04
H 2.79907 0.39757 1.44881 0.08 0.02 0.07
H 2.51775 -0.42769 -0.87996 -0.13 0.05 -0.02
```
Forces are in eV/Å.

Calculated total energy: -762.08427 Ha
HOMO energy (alpha / beta): -7.41 / -7.16 eV
Orbital gap (alpha / beta): 7.03 / 6.68 eV
LUMO (alpha / beta): -0.4 / -0.5 eV

***

No. 3
A structure of composition C30H51BrN4P2Ti. Source: the Open Molecules 2025 dataset; level of theory: wB97M-V/def2-TZVPD.

The geometry in XYZ format:
```
89
Properties=species:S:1:pos:R:3:forces:R:3
C -0.72897 6.37097 -3.47094 0.12 0.12 -0.08
C -0.98579 5.00124 -3.69024 0.24 0.60 -0.39
C -1.21673 4.61701 -5.03748 0.17 0.10 0.07
C -1.10258 5.57689 -6.06009 0.01 -0.21 1.00
N -0.79725 6.84558 -5.80929 -0.01 0.40 -0.36
C -0.63327 7.25391 -4.55520 -0.21 -0.89 0.21
C -0.99590 4.08330 -2.55266 -0.59 -0.71 0.41
C -1.13858 3.29658 -1.62495 -0.80 2.51 -1.71
C -1.50213 2.21401 -0.80761 -0.59 -0.17 -0.09
C -0.43971 1.27573 -0.77671 0.59 -0.74 -0.32
C -0.80352 -0.11507 -0.89117 0.21 -0.31 0.12
C -2.01599 -0.44164 -0.14073 1.31 0.64 -1.80
C -2.96168 0.50646 0.15644 0.26 0.50 0.37
C -2.74453 1.83067 -0.33112 -0.10 1.05 -0.11
Ti 0.02788 0.28066 0.92040 -0.22 -1.48 3.04
P 2.24773 -1.15663 0.64450 1.06 -0.46 -0.63
H -1.47334 3.60234 -5.33804 0.13 0.12 0.36
H -0.58650 6.78178 -2.47360 0.00 -0.32 -0.10
H -1.25489 5.31492 -7.11173 0.03 -0.02 0.42
H -0.41650 8.31263 -4.40073 -0.05 -0.31 -0.02
H -3.56302 2.55468 -0.34522 0.20 -0.32 -0.08
H 0.57697 1.61806 -1.04867 -0.44 -0.18 -0.32
H -3.90321 0.27655 0.67421 0.44 0.01 -0.18
H -0.16188 -0.78991 -1.45403 -0.51 -0.06 0.17
C 2.43193 -2.70147 1.67304 -0.41 0.12 0.33
C 3.13933 -3.90213 1.05498 0.30 -0.30 -0.16
H 1.43311 -2.99312 2.01948 0.19 0.08 -0.09
H 2.98950 -2.41446 2.57644 -0.17 0.17 -0.18
H 3.30008 -4.65548 1.83590 -0.09 0.15 -0.14
H 2.57551 -4.39719 0.25290 0.07 0.28 0.16
H 4.13119 -3.64010 0.67156 -0.22 -0.09 0.00
C 2.63170 -1.72190 -1.09191 -0.26 -0.44 0.04
C 2.77665 -0.58248 -2.09643 0.53 0.08 -0.04
H 1.84371 -2.43526 -1.41448 0.46 0.38 0.30
H 3.57876 -2.28970 -1.08989 -0.53 0.11 0.16
H 2.90616 -0.99422 -3.10625 -0.02 0.16 0.24
H 1.92165 0.09630 -2.12056 0.03 0.01 0.03
H 3.69033 -0.00476 -1.86040 -0.50 -0.10 -0.20
C 3.81381 -0.24743 1.06747 -0.21 0.31 0.01
C 5.12175 -0.98253 0.78682 0.39 -0.06 0.12
H 3.75996 0.00145 2.13731 -0.08 -0.10 -0.24
H 3.81637 0.71676 0.53875 -0.13 -0.17 0.03
H 5.96788 -0.30459 0.95866 -0.21 -0.13 -0.03
H 5.26443 -1.83277 1.46236 -0.08 0.11 -0.15
H 5.21122 -1.34137 -0.24403 -0.06 0.11 0.20
Br -1.16464 -2.05981 1.49285 0.61 -0.82 0.64
P -2.37741 -3.16066 -1.96911 0.08 1.96 1.76
C -0.63658 -3.35000 -1.50080 0.39 -0.59 -0.15
C -0.07107 -4.71737 -1.87512 0.29 -0.43 -0.08
H -0.58908 -3.22847 -0.40045 -0.15 0.08 -0.72
H -0.03323 -2.55830 -1.96424 -0.52 -0.23 -0.11
H 1.02519 -4.68044 -1.85700 -0.24 -0.08 -0.01
H -0.38817 -5.47215 -1.15040 0.02 0.00 -0.18
H -0.38239 -5.03756 -2.87563 0.17 0.02 0.19
C -3.45955 -3.12392 -0.46435 -0.61 -1.07 -0.31
C -4.82532 -3.74024 -0.84416 -0.17 -0.07 -0.14
H -3.54114 -2.07022 -0.12953 0.14 -0.71 -0.41
H -3.00270 -3.70785 0.34985 -0.03 0.17 -0.48
H -5.43098 -3.93683 0.04781 0.17 0.13 -0.18
H -5.39853 -3.06859 -1.50056 0.15 -0.23 0.16
H -4.68890 -4.70161 -1.36874 -0.15 0.36 0.25
C -2.61367 -1.51145 -2.70969 -0.29 -0.09 -1.15
C -2.91338 -1.51639 -4.20561 -0.44 -0.03 -0.27
H -1.70349 -0.92127 -2.58560 -0.24 -0.45 0.15
H -3.41567 -1.02104 -2.14532 0.12 -0.24 -0.17
H -3.14039 -0.49357 -4.52103 0.01 -0.18 0.00
H -2.05581 -1.85706 -4.79298 -0.18 -0.08 0.07
H -3.78700 -2.14222 -4.41551 0.19 0.14 -0.23
C 2.84940 1.95038 4.35213 0.21 0.00 -0.07
N 1.43380 1.80365 4.70594 0.06 -0.11 -0.59
C 1.04473 2.34808 6.01451 -0.07 -0.01 0.14
C 0.55857 1.41003 3.74747 0.66 0.47 0.79
N 0.91768 1.33171 2.45466 1.03 0.24 0.20
N -0.71521 1.09664 4.08104 0.25 0.13 -0.47
C -1.13209 0.55928 5.39670 -0.12 0.11 0.30
C -1.51939 0.75938 2.92307 -0.40 -0.53 0.10
H 3.39568 2.18736 5.27633 -0.12 -0.15 -0.50
H 3.01614 2.77341 3.62505 -0.06 -0.35 0.41
H 3.25237 1.00823 3.93834 -0.19 0.44 0.23
H 0.10103 2.90787 5.93257 0.41 -0.19 0.08
H 0.94917 1.53453 6.75449 0.06 0.58 -0.17
H 1.84629 3.03721 6.32577 -0.53 -0.27 -0.04
H 1.84622 1.71485 2.26611 -0.37 -0.06 0.45
H -1.43140 1.36914 6.07941 0.07 -0.35 -0.29
H -1.99818 -0.10986 5.28405 0.38 0.27 -0.25
H -0.32863 -0.02067 5.87594 -0.23 0.20 -0.36
H -1.30271 1.43528 2.06078 -0.63 0.21 0.87
H -1.33316 -0.31160 2.64899 -0.24 1.05 0.33
H -2.58807 0.80784 3.15489 0.24 0.21 -0.13
```
Forces are in eV/Å.

Calculated total energy: -5498.16577 Ha
HOMO energy (alpha / beta): -12.31 / -12.76 eV
Total charge: +2
Orbital gap (alpha / beta): 6.49 / 4.53 eV
LUMO (alpha / beta): -5.8 / -8.2 eV
2S+1: 3